[1]
DFT (ωB97M-V/def2-TZVPD) results for a structure of composition C24H33ClInNO4P2 in a non-equilibrium geometry.

Element x y z (Å)
C (-1.016, 2.562, -3.463)
C (-1.069, 1.562, -2.459)
N (0.095, 1.228, -1.788)
C (1.268, 1.780, -2.125)
C (1.347, 2.749, -3.133)
C (0.187, 3.152, -3.790)
C (-2.278, 0.840, -2.206)
P (-2.420, -0.358, -0.915)
In (0.046, -0.453, -0.189)
P (2.555, -0.348, -0.713)
C (2.560, 1.360, -1.417)
C (-0.286, -2.350, 0.965)
C (-0.813, -2.180, 2.240)
C (-0.619, -3.179, 3.209)
C (-0.093, -4.418, 2.825)
C (0.303, -4.623, 1.500)
C (0.241, -3.568, 0.563)
O (-1.600, -1.083, -4.510)
O (1.065, -1.416, -4.168)
H (-1.942, 2.801, -3.997)
H (2.326, 3.134, -3.395)
H (0.233, 3.910, -4.570)
C (-3.314, 0.302, 0.525)
C (-3.254, -1.875, -1.457)
H (3.391, 1.424, -2.141)
H (2.767, 2.046, -0.577)
H (-2.028, -0.417, -3.924)
H (-3.163, 1.111, -2.798)
C (3.602, -0.364, 0.765)
C (3.378, -1.469, -1.872)
H (-1.355, -1.269, 2.519)
H (-0.873, -2.976, 4.252)
H (0.007, -5.219, 3.563)
H (0.690, -5.593, 1.178)
H (0.628, -3.727, -0.448)
H (-0.159, -2.462, -1.936)
H (1.226, -2.329, -4.483)
H (0.088, -1.285, -4.289)
H (-1.877, -0.824, -5.403)
H (0.281, -1.869, -2.113)
H (-4.351, 0.535, 0.239)
H (-3.300, -0.453, 1.326)
H (-2.807, 1.212, 0.879)
H (-4.328, -1.691, -1.598)
H (-2.816, -2.232, -2.399)
H (-3.117, -2.644, -0.685)
H (4.434, -1.204, -2.008)
H (3.327, -2.490, -1.465)
H (2.839, -1.446, -2.829)
H (4.661, -0.262, 0.501)
H (3.308, 0.430, 1.458)
H (3.422, -1.320, 1.283)
Cl (-1.213, 5.167, 6.283)
C (-0.664, 3.974, 5.182)
C (0.184, 2.947, 5.633)
C (0.613, 1.967, 4.731)
C (0.231, 2.015, 3.380)
C (-0.590, 3.072, 2.942)
C (-1.049, 4.041, 3.834)
C (0.582, 0.907, 2.399)
O (1.272, -0.083, 2.708)
O (0.076, 1.169, 1.215)
H (0.490, 2.918, 6.679)
H (1.258, 1.166, 5.101)
H (-0.888, 3.147, 1.892)
H (-1.700, 4.848, 3.494)

Values from the calculation:
Frontier orbital gap (eV): 7.2422
ΔE to the lowest compared entry with this formula, charge and spin (kcal/mol): 2.5
LUMO level (eV): 0.35

***

[2]
DFT (ωB97M-V/def2-TZVPD) results for a cluster of 2 separate species, C6H14O in total in a non-equilibrium geometry.

Element x y z (Å)
C (1.852, 0.603, -1.466)
C (0.718, 0.656, -0.786)
C (-0.625, 0.628, -1.489)
C (0.702, 0.833, 0.721)
C (-0.344, -0.042, 1.426)
C (-1.577, 0.705, 1.943)
H (1.916, 0.428, -2.538)
H (2.804, 0.674, -0.951)
H (-1.399, 1.054, -0.855)
H (-0.873, -0.388, -1.810)
H (-0.618, 1.208, -2.407)
H (1.710, 0.598, 1.073)
H (0.494, 1.890, 0.909)
H (-0.674, -0.858, 0.798)
H (0.202, -0.559, 2.204)
H (-2.338, -0.021, 2.202)
H (-1.308, 1.243, 2.864)
H (-1.881, 1.513, 1.277)
O (-0.293, -2.750, -0.514)
H (0.174, -3.574, -0.747)
H (0.374, -2.051, -0.522)

Values from the calculation:
Frontier orbital gap (eV): 10.1985
SMILES: C=C(C)CCC.O
ΔE to the lowest compared entry with this formula, charge and spin (kcal/mol): 25.0
LUMO level (eV): 0.87

***

[3]
DFT (ωB97M-V/def2-TZVPD) results for a structure of composition C26H49BrN4O3PRb.

Element x y z (Å)
Rb (-0.127, 0.177, -0.288)
C (2.233, -4.732, -0.222)
N (3.115, -3.595, -0.051)
C (4.531, -3.861, 0.090)
C (2.614, -2.350, -0.235)
O (1.444, -2.135, -0.480)
C (3.602, -1.195, -0.083)
O (2.909, -0.007, -0.325)
C (3.702, 1.134, -0.162)
C (2.829, 2.349, -0.489)
O (1.698, 2.185, -0.905)
N (3.361, 3.575, -0.286)
C (4.693, 3.830, 0.213)
C (2.539, 4.746, -0.520)
H (2.410, -5.453, 0.576)
H (2.402, -5.222, -1.184)
H (1.205, -4.384, -0.177)
H (4.653, -4.839, 0.552)
H (5.010, -3.134, 0.741)
H (5.052, -3.873, -0.872)
H (4.439, -1.317, -0.786)
H (4.024, -1.208, 0.934)
H (4.574, 1.109, -0.832)
H (4.073, 1.202, 0.871)
H (5.266, 2.915, 0.312)
H (4.651, 4.318, 1.190)
H (5.230, 4.488, -0.474)
H (1.573, 4.430, -0.902)
H (3.024, 5.404, -1.244)
H (2.394, 5.294, 0.414)
C (-5.533, -2.514, 0.532)
C (-4.180, -2.455, 1.173)
C (-4.006, -2.400, 2.549)
C (-2.738, -2.275, 3.086)
C (-1.684, -2.209, 2.191)
Br (0.073, -1.922, 2.882)
N (-1.797, -2.283, 0.884)
C (-3.030, -2.406, 0.395)
H (-6.311, -2.679, 1.276)
H (-5.590, -3.317, -0.202)
H (-5.754, -1.578, 0.019)
H (-4.867, -2.428, 3.206)
H (-2.569, -2.205, 4.148)
H (-3.107, -2.433, -0.686)
C (-4.347, 1.199, 2.739)
C (-4.544, 2.259, 1.648)
C (-5.358, 1.569, 0.543)
C (-5.363, 3.409, 2.237)
P (-2.819, 2.631, 0.897)
N (-2.315, 1.488, 0.011)
C (-2.966, 4.287, -0.041)
C (-4.162, 4.165, -0.996)
C (-1.717, 4.410, -0.924)
C (-3.135, 5.571, 0.772)
C (-1.653, 2.995, 2.395)
C (-1.189, 1.631, 2.933)
C (-0.397, 3.677, 1.834)
C (-2.177, 3.843, 3.556)
H (-5.324, 0.781, 3.004)
H (-3.915, 1.607, 3.651)
H (-3.713, 0.390, 2.379)
H (-6.178, 1.005, 1.001)
H (-4.712, 0.887, -0.012)
H (-5.801, 2.274, -0.156)
H (-6.275, 3.007, 2.693)
H (-5.678, 4.124, 1.479)
H (-4.830, 3.955, 3.015)
H (-4.118, 3.230, -1.554)
H (-4.129, 4.994, -1.708)
H (-5.118, 4.221, -0.480)
H (-1.450, 3.433, -1.329)
H (-0.862, 4.809, -0.377)
H (-1.924, 5.095, -1.751)
H (-3.997, 5.541, 1.437)
H (-3.286, 6.414, 0.087)
H (-2.256, 5.804, 1.370)
H (-1.109, 0.939, 2.090)
H (-1.883, 1.195, 3.648)
H (-0.218, 1.725, 3.428)
H (-0.022, 3.165, 0.946)
H (0.386, 3.662, 2.599)
H (-0.570, 4.720, 1.572)
H (-2.981, 3.349, 4.100)
H (-2.537, 4.820, 3.239)
H (-1.366, 4.015, 4.274)

Values from the calculation:
Frontier orbital gap (eV): 5.4999
ΔE to the lowest compared entry with this formula, charge and spin (kcal/mol): 0.0
LUMO level (eV): -0.08

***

[4]
DFT (ωB97M-V/def2-TZVPD) results for a cluster of 2 separate species, C5H9N2 in total in a non-equilibrium geometry.

Element x y z (Å)
C (-0.863, -0.489, 2.059)
C (-0.610, -1.693, -1.143)
C (-1.237, 0.229, 1.071)
C (-0.169, -0.568, -0.665)
C (0.719, 0.489, -0.695)
N (0.267, 1.692, -1.091)
N (1.917, 0.311, -0.146)
H (-0.830, -0.021, 3.040)
H (-0.529, -1.559, 2.052)
H (-0.100, -2.067, -2.082)
H (-1.597, -2.083, -0.721)
H (-1.865, 1.111, 1.050)
H (-0.781, 1.587, -1.353)
H (0.731, 2.576, -1.335)
H (2.363, -0.598, 0.007)
H (2.582, 1.082, -0.048)

Values from the calculation:
Frontier orbital gap (eV): 8.7942
ΔE to the lowest compared entry with this formula, charge and spin (kcal/mol): 125.6
Net charge: +1
LUMO level (eV): -4.48

***

[5]
DFT (ωB97M-V/def2-TZVPD) results for a cluster of 4 separate species, C27H51BBrNO13S in total in a non-equilibrium geometry.

Element x y z (Å)
C (-1.528, -2.175, 4.157)
C (-1.370, -3.711, 4.019)
O (-2.608, -4.353, 3.682)
B (-2.612, -4.865, 2.407)
O (-2.972, -6.171, 2.287)
C (-2.227, -3.908, 1.180)
C (-1.237, -4.151, 0.328)
C (-0.427, -5.432, 0.528)
C (0.659, -5.749, -0.520)
C (1.973, -5.022, -0.183)
N (2.724, -4.382, -1.154)
O (2.376, -5.044, 0.939)
C (-0.974, -3.131, -0.729)
O (0.049, -3.019, -1.325)
C (-2.060, -2.126, -1.056)
C (-1.908, -1.396, -2.366)
S (-1.846, -2.614, -3.730)
O (-0.495, -2.876, -4.127)
O (-2.594, -3.778, -3.347)
C (-3.051, -1.873, -0.228)
C (-4.173, -0.869, -0.405)
C (-3.936, 0.444, 0.428)
C (-4.765, 0.522, 1.723)
Br (-2.039, 0.654, 0.931)
C (-3.085, -2.661, 1.051)
O (-3.804, -2.351, 1.946)
H (-1.062, -1.868, 5.101)
H (-2.573, -1.869, 4.213)
H (-1.007, -1.655, 3.346)
H (-0.544, -3.936, 3.331)
H (-1.078, -4.089, 5.004)
H (-2.972, -6.474, 1.371)
H (-1.117, -6.278, 0.515)
H (0.049, -5.416, 1.516)
H (0.851, -6.822, -0.602)
H (0.338, -5.403, -1.510)
H (2.214, -4.228, -2.019)
H (3.051, -3.478, -0.834)
H (-2.728, -0.718, -2.600)
H (-0.944, -0.876, -2.370)
H (-2.473, -2.038, -4.808)
H (-5.085, -1.356, -0.042)
H (-4.351, -0.587, -1.443)
H (-4.146, 1.309, -0.201)
H (-5.730, 0.018, 1.646)
H (-4.160, 0.104, 2.529)
H (-4.926, 1.572, 1.994)
C (-3.783, 7.026, 1.565)
O (-2.580, 6.584, 2.170)
C (-2.699, 5.298, 2.763)
C (-2.088, 4.222, 1.890)
O (-2.827, 4.055, 0.684)
C (-2.200, 4.680, -0.425)
H (-3.553, 7.904, 0.962)
H (-4.217, 6.259, 0.919)
H (-4.509, 7.311, 2.334)
H (-3.745, 5.068, 2.986)
H (-2.152, 5.332, 3.711)
H (-2.129, 3.268, 2.425)
H (-1.038, 4.443, 1.676)
H (-1.326, 4.099, -0.739)
H (-1.896, 5.704, -0.194)
H (-2.916, 4.705, -1.246)
C (3.882, 0.018, 0.225)
O (4.425, -0.767, 1.267)
C (5.383, -1.695, 0.782)
C (6.803, -1.231, 1.031)
O (7.116, -0.074, 0.266)
C (7.072, 1.119, 1.029)
H (3.306, 0.830, 0.670)
H (4.662, 0.445, -0.410)
H (3.205, -0.592, -0.387)
H (5.217, -1.888, -0.283)
H (5.218, -2.631, 1.325)
H (7.490, -2.020, 0.712)
H (6.968, -1.049, 2.097)
H (7.943, 1.174, 1.690)
H (6.158, 1.186, 1.624)
H (7.103, 1.961, 0.338)
C (1.209, 1.553, -3.082)
O (0.884, 2.826, -2.546)
C (2.010, 3.462, -1.965)
C (2.598, 4.524, -2.871)
O (3.158, 3.954, -4.046)
C (2.318, 4.092, -5.180)
H (0.367, 1.211, -3.684)
H (2.098, 1.595, -3.715)
H (1.372, 0.838, -2.268)
H (2.760, 2.709, -1.703)
H (1.672, 3.943, -1.041)
H (3.413, 5.027, -2.341)
H (1.845, 5.276, -3.125)
H (2.332, 5.129, -5.533)
H (1.290, 3.795, -4.961)
H (2.709, 3.449, -5.967)

Values from the calculation:
Frontier orbital gap (eV): 7.9518
SMILES: CCOB(O)C1=C(CCC(N)=O)C(=O)C(C[SH](=O)=O)=C(C[C@@H](C)Br)C1=O.COCCOC.COCCOC.COCCOC
LUMO level (eV): -1.30

***

[6]
DFT (ωB97M-V/def2-TZVPD) results for a cluster of 6 separate species, C42H95BrN4O9 in total.

Element x y z (Å)
C (-4.456, 0.581, -0.674)
C (-3.961, -0.740, -1.285)
C (-2.869, -1.480, -0.483)
N (-1.639, -1.790, -1.250)
C (-0.374, -1.118, -0.991)
C (0.645, -1.656, -2.026)
C (0.136, -1.876, -3.450)
C (1.219, -1.800, -4.532)
O (1.725, -3.105, -4.824)
C (-0.445, 0.421, -1.058)
C (-1.247, 1.115, -2.141)
C (-0.490, 2.136, -3.046)
N (0.942, 1.907, -3.202)
N (-1.055, 2.130, -4.411)
N (-0.601, 3.452, -2.450)
C (-0.814, 0.796, 0.356)
O (-1.364, 1.790, 0.751)
O (-0.432, -0.169, 1.198)
C (0.193, -1.283, 0.477)
C (-0.292, -2.524, 1.221)
C (0.235, -3.866, 0.712)
C (-0.392, -5.030, 1.484)
Br (0.947, -6.142, 2.369)
C (1.714, -1.115, 0.573)
C (2.307, -0.790, 1.950)
C (2.056, 0.622, 2.502)
C (2.315, 1.778, 1.537)
C (1.652, 3.073, 2.013)
C (1.848, 4.199, 1.015)
O (1.552, 5.436, 1.632)
C (1.357, 6.478, 0.707)
H (-5.373, 0.428, -0.102)
H (-4.713, 1.291, -1.466)
H (-3.714, 1.054, -0.031)
H (-3.609, -0.624, -2.307)
H (-4.826, -1.405, -1.347)
H (-3.285, -2.450, -0.198)
H (-2.671, -0.962, 0.458)
H (-1.471, -2.784, -1.185)
H (1.518, -1.005, -2.061)
H (1.005, -2.617, -1.651)
H (-0.640, -1.147, -3.695)
H (-0.337, -2.855, -3.539)
H (0.783, -1.359, -5.434)
H (2.042, -1.141, -4.227)
H (2.000, -3.122, -5.745)
H (0.607, 0.722, -1.101)
H (-2.040, 1.671, -1.641)
H (-1.729, 0.387, -2.788)
H (1.413, 2.195, -2.350)
H (1.145, 0.921, -3.322)
H (-2.029, 2.406, -4.379)
H (-1.007, 1.204, -4.820)
H (-0.041, 4.079, -3.021)
H (-1.557, 3.783, -2.503)
H (0.004, -2.420, 2.269)
H (-1.383, -2.535, 1.215)
H (0.046, -3.998, -0.355)
H (1.318, -3.916, 0.828)
H (-0.931, -5.719, 0.842)
H (-1.034, -4.680, 2.287)
H (2.063, -0.353, -0.122)
H (2.170, -2.045, 0.227)
H (3.388, -0.933, 1.847)
H (1.986, -1.514, 2.704)
H (1.034, 0.701, 2.873)
H (2.709, 0.754, 3.370)
H (1.913, 1.559, 0.545)
H (3.392, 1.950, 1.449)
H (2.022, 3.369, 2.996)
H (0.576, 2.891, 2.094)
H (2.878, 4.210, 0.628)
H (1.168, 4.049, 0.164)
H (0.940, 7.326, 1.251)
H (0.639, 6.192, -0.071)
H (2.299, 6.787, 0.241)
C (-10.152, -0.390, 2.454)
C (-8.774, -0.943, 2.133)
O (-7.774, 0.046, 1.974)
C (-7.528, 0.870, 3.100)
C (-7.068, 0.114, 4.335)
H (-10.461, 0.329, 1.694)
H (-10.879, -1.202, 2.481)
H (-10.178, 0.109, 3.424)
H (-8.802, -1.465, 1.176)
H (-8.474, -1.680, 2.887)
H (-8.408, 1.480, 3.332)
H (-6.744, 1.554, 2.775)
H (-7.838, -0.557, 4.717)
H (-6.824, 0.820, 5.129)
H (-6.181, -0.479, 4.111)
C (6.764, -3.929, -3.126)
C (6.395, -3.419, -1.743)
O (5.198, -2.665, -1.699)
C (4.021, -3.349, -2.095)
C (3.694, -4.562, -1.239)
H (6.828, -3.100, -3.832)
H (7.731, -4.430, -3.086)
H (6.035, -4.645, -3.508)
H (7.169, -2.738, -1.391)
H (6.353, -4.248, -1.028)
H (4.059, -3.623, -3.153)
H (3.233, -2.612, -1.995)
H (4.442, -5.350, -1.336)
H (2.734, -4.982, -1.546)
H (3.636, -4.287, -0.183)
C (7.553, -2.592, 1.792)
C (7.615, -4.107, 1.884)
O (8.830, -4.668, 1.421)
C (10.001, -4.260, 2.104)
C (10.008, -4.599, 3.585)
H (7.751, -2.263, 0.772)
H (6.561, -2.244, 2.081)
H (8.278, -2.109, 2.448)
H (6.847, -4.545, 1.246)
H (7.399, -4.436, 2.907)
H (10.180, -3.188, 1.959)
H (10.812, -4.787, 1.602)
H (9.233, -4.062, 4.133)
H (10.969, -4.326, 4.021)
H (9.848, -5.668, 3.733)
C (0.376, 8.426, 5.104)
C (0.886, 9.819, 5.427)
O (1.313, 10.557, 4.295)
C (0.332, 10.790, 3.303)
C (-0.875, 11.575, 3.789)
H (1.130, 7.858, 4.557)
H (0.141, 7.893, 6.026)
H (-0.531, 8.451, 4.498)
H (1.770, 9.751, 6.061)
H (0.132, 10.380, 5.992)
H (0.011, 9.846, 2.846)
H (0.850, 11.357, 2.529)
H (-1.446, 11.026, 4.540)
H (-1.544, 11.780, 2.953)
H (-0.562, 12.523, 4.228)
C (-4.608, -1.622, -5.023)
C (-4.403, -3.001, -4.417)
O (-5.396, -3.372, -3.478)
C (-6.723, -3.430, -3.968)
C (-6.928, -4.426, -5.096)
H (-4.680, -0.872, -4.235)
H (-3.768, -1.368, -5.672)
H (-5.516, -1.564, -5.624)
H (-3.467, -3.015, -3.855)
H (-4.313, -3.756, -5.206)
H (-7.067, -2.434, -4.272)
H (-7.323, -3.721, -3.106)
H (-6.374, -4.150, -5.994)
H (-7.985, -4.469, -5.363)
H (-6.604, -5.422, -4.791)

Values from the calculation:
Frontier orbital gap (eV): 9.5320
SMILES: CCCN[C@@]1(CCCO)[C@@H](CC(N)(N)N)C(=O)O[C@]1(CCCBr)CCCCCCOC.CCOCC.CCOCC.CCOCC.CCOCC.CCOCC
LUMO level (eV): 0.42

***

[7]
DFT (ωB97M-V/def2-TZVPD) results for a cluster of 2 separate species, C4H10N3O in total in a non-equilibrium geometry.

Element x y z (Å)
C (0.531, -0.071, 1.734)
C (1.257, -1.370, 1.337)
C (0.538, -0.270, -0.525)
C (-0.465, 1.795, 0.332)
N (-1.962, -0.242, -3.374)
N (0.189, 0.525, 0.444)
N (1.125, -1.370, -0.113)
O (-2.293, 0.377, -2.393)
H (-0.381, -0.256, 2.310)
H (1.164, 0.610, 2.308)
H (2.314, -1.360, 1.618)
H (0.795, -2.262, 1.764)
H (0.348, -0.053, -1.564)
H (-1.522, 1.713, 0.603)
H (0.008, 2.519, 0.998)
H (-0.397, 2.154, -0.695)
H (-2.737, -0.335, -4.084)
H (1.489, -2.102, -0.701)

Values from the calculation:
Frontier orbital gap (eV): 9.3172
ΔE to the lowest compared entry with this formula, charge and spin (kcal/mol): 52.8
Net charge: +1
LUMO level (eV): -3.64

***

[8]
DFT (ωB97M-V/def2-TZVPD) results for a cluster of 2 separate species, C15H16F3N2 in total in a non-equilibrium geometry.

Element x y z (Å)
F (-3.959, 1.062, -1.665)
C (-2.734, 1.642, -1.410)
C (-2.216, 2.526, -2.354)
C (-0.987, 3.106, -2.035)
F (-0.413, 3.956, -2.954)
C (-0.324, 2.867, -0.843)
C (-0.863, 1.954, 0.110)
C (-0.037, 1.697, 1.264)
C (-0.400, 1.016, 2.481)
C (0.626, 0.844, 3.454)
C (0.461, -0.002, 4.541)
C (-0.733, -0.725, 4.710)
C (-1.765, -0.475, 3.808)
F (-2.945, -1.169, 3.963)
C (-1.668, 0.440, 2.765)
C (-2.086, 1.307, -0.224)
H (-2.739, 2.743, -3.280)
H (0.626, 3.359, -0.638)
H (1.001, 1.507, 0.973)
H (1.572, 1.376, 3.318)
H (1.266, -0.120, 5.268)
H (-0.861, -1.440, 5.518)
H (-2.545, 0.655, 2.165)
H (-2.507, 0.517, 0.390)
C (1.766, 5.476, 3.224)
N (2.168, 4.102, 2.986)
C (3.612, 3.909, 2.996)
N (1.564, 3.576, 1.852)
H (2.188, 5.748, 4.199)
H (2.156, 6.182, 2.462)
H (0.674, 5.557, 3.251)
H (3.964, 4.278, 3.967)
H (3.845, 2.841, 2.906)
H (4.144, 4.457, 2.196)
H (2.107, 2.789, 1.507)
H (0.557, 3.412, 1.959)

Values from the calculation:
Frontier orbital gap (eV): 4.8688
ΔE to the lowest compared entry with this formula, charge and spin (kcal/mol): 7.0
Net charge: +1
LUMO level (eV): -6.43